1.
Entry from OMol25: an isolated molecule of C9H13NO in a non-equilibrium geometry (the ωB97M-V functional and the def2-TZVPD basis).

Atoms and positions in Å:
O: 2.517 -1.199 -0.364
N: 1.736 0.880 -0.943
C: -0.682 -0.857 -1.753
C: 0.365 0.793 1.500
C: -0.772 -0.153 -0.426
C: 0.400 -1.703 1.434
C: -2.095 0.346 0.101
C: 0.456 1.884 0.798
C: 0.376 -0.397 0.598
C: 0.559 1.615 -0.612
C: 1.648 -0.401 -0.235
H: 0.014 -0.269 -2.479
H: 2.111 0.791 -1.867
H: 1.339 -1.793 2.058
H: 0.306 2.447 -1.267
H: 0.513 2.853 1.232
H: -0.447 -1.937 -1.621
H: 0.456 0.749 2.505
H: -1.978 1.345 0.585
H: -0.545 -1.751 2.055
H: -2.430 -0.311 0.939
H: -1.640 -0.854 -2.344
H: 0.420 -2.604 0.822
H: -2.628 0.526 -0.716

Properties
Multiplicity: 1
Total energy, Ha: -480.61148
Energy above the lowest of the compared OMol25 structures with the same formula, charge and spin, kcal per mole: 91.5
Kohn-Sham gap, Ha: 0.2995

2.
Entry from OMol25: a 2-piece molecular cluster, C9H13NO overall in a non-equilibrium geometry (the ωB97M-V functional and the def2-TZVPD basis).

Atoms and positions in Å:
O: 2.921 -1.131 -0.863
N: 2.096 0.475 0.461
C: -2.466 0.179 -1.282
C: -2.370 -1.050 -0.553
C: -1.831 -1.133 0.714
C: -2.029 1.385 -0.636
C: 2.068 -0.722 -0.160
C: -1.256 0.060 1.222
C: -1.281 1.235 0.550
C: 2.900 1.471 -0.174
C: 0.933 -1.583 0.148
H: 2.164 2.279 -0.583
H: -3.003 0.039 -2.227
H: -1.056 2.159 1.197
H: 1.112 -2.482 0.696
H: 0.125 -1.117 0.681
H: 3.274 1.031 -1.164
H: -1.046 -0.047 2.241
H: -2.614 -2.054 -0.951
H: 0.348 -1.915 -0.669
H: -2.041 2.286 -1.217
H: 1.075 0.710 0.648
H: -1.689 -1.816 1.379
H: 3.665 1.740 0.542

Properties
Multiplicity: 1
Total energy, Ha: -480.64176
Energy above the lowest of the compared OMol25 structures with the same formula, charge and spin, kcal per mole: 72.5
Kohn-Sham gap, Ha: 0.3595
SMILES string: CNC(C)=O.c1ccccc1